1.
# C13H26NO5PS2

One molecule with the formula C13H26NO5PS2 (ωB97M-V with the def2-TZVPD basis set, OMol25).

Computed properties:
**Orbital gap**: 9.12 eV
**Electronic energy**: -56593.070 eV
**Energy above the lowest of the compared OMol25 structures with the same formula, charge and spin**: 33.9 kJ/mol
**Multiplicity**: 1

Geometry (Å):
H1 2.0557 -0.0650 2.0592
H2 -4.1180 2.6326 -3.5886
H3 3.5159 -5.1736 -0.6347
H4 4.7050 -4.7961 1.5343
P1 1.8697 -2.3508 0.4982
H5 -0.5648 -2.0995 -1.2734
H6 3.6409 -0.4985 2.7503
S1 0.2096 -2.4322 1.5088
H7 -5.7142 3.2189 -3.0973
N1 -1.1717 0.5464 -0.7621
H8 -3.5825 0.3448 1.4667
H9 -0.1419 -1.0295 -2.6404
H10 -1.9164 2.1237 2.1449
H11 3.8362 -3.4801 -1.0885
C1 0.0973 -1.3004 -1.6133
C2 3.0881 -0.3287 1.8205
C3 -2.9316 2.1850 -0.3110
C4 -2.5811 0.0986 1.8151
C5 3.6863 -4.1648 -0.2466
C6 -0.0070 -0.1058 -0.6759
H12 -2.6309 -0.1123 2.8797
H13 -5.2793 0.9673 -2.1055
O1 0.9121 0.1943 0.0604
O2 2.4856 -3.8211 0.4415
C7 -4.8159 1.8676 -1.6973
H14 -0.4777 3.0875 -1.1544
H15 5.7661 -4.4925 0.1480
H16 -4.2625 3.8519 -2.3121
H17 -2.2406 -0.8061 1.3177
C8 -0.5561 2.8246 -0.1012
S2 1.8040 -1.9007 -1.6078
O3 -3.4360 3.1514 0.1934
C9 4.8864 -4.1446 0.6833
H18 -0.9008 3.6911 0.4554
O4 -3.5177 1.4483 -1.2600
C10 -1.6135 1.2491 1.5679
H19 3.1640 0.9298 0.0899
H20 -0.6130 0.9510 1.8806
C11 3.7472 0.7563 0.9892
C12 -4.7187 2.9652 -2.7453
H21 5.0631 -3.1365 1.0467
O5 3.1156 -1.5720 1.1284
H22 -1.8993 0.1798 -1.3561
H23 0.4221 2.5243 0.2621
H24 -5.3814 2.2204 -0.8294
C13 -1.5484 1.6694 0.0850
H25 4.7537 0.4553 0.7083
H26 3.7962 1.6758 1.5655

2.
# C21H44BiN3OP2S

C21H44BiN3OP2S as an isolated structure (ωB97M-V with the def2-TZVPD basis set, OMol25).

Computed properties:
**Orbital gap (spin up / spin down)**: 4.90 / 4.98 eV
**Electronic energy**: -64244.067 eV
**Total charge**: +2
**Multiplicity**: 1

Geometry (Å):
C1 -2.6134 -1.7330 -4.1123
H1 3.3751 2.9196 3.4429
H2 -0.6825 3.2181 0.8163
H3 -4.5749 -1.4411 -1.5288
C2 -2.6881 0.8519 -2.0130
H4 -3.8464 -3.0680 -1.6291
N1 -2.9517 -0.7968 2.8878
H5 3.7807 3.8972 -1.1947
C3 4.4305 0.4906 -0.6619
C4 0.3375 -1.9059 3.7175
H6 -1.3987 -3.7290 -2.5242
H7 -2.9400 -0.9330 0.3904
H8 3.8362 -0.4334 -0.6755
C5 -0.3526 3.3304 -0.2324
C6 -2.7173 -1.6807 -0.3951
H9 -3.3677 -2.4047 -3.6894
H10 3.7127 0.0336 2.0660
C7 -1.8923 -2.7893 0.2731
H11 2.6889 0.3690 3.4883
H12 1.1544 1.3702 -3.4181
H13 0.8428 -1.0082 4.0930
H14 1.9834 -0.3616 2.0567
H15 -2.4132 1.1198 -3.0444
N2 -1.0921 -1.6425 3.5658
C8 -2.2761 2.0148 -1.0811
C9 2.3896 1.7894 1.8959
H16 3.1964 1.5986 -2.0002
H17 -3.5722 -0.1855 2.3571
C10 -1.5963 -0.6427 2.7952
H18 -2.6622 1.8364 -0.0599
H19 3.1893 3.8255 1.9395
C11 1.1841 3.4758 -0.2851
H20 -0.3591 -3.4035 -3.9241
H21 5.1933 2.9886 -1.7346
O1 2.1109 -2.7985 -0.0411
H22 5.2105 0.3772 -1.4305
C12 3.5901 1.7367 -0.9786
H23 -3.0715 -0.7499 -4.2612
C13 -3.2658 -1.8451 3.7230
C14 3.4072 2.8325 2.3488
C15 -2.1051 -2.3845 4.1512
H24 -2.3297 -2.1117 -5.1027
H25 0.7887 -2.1889 2.7551
C16 -0.7082 -2.9970 -2.9624
H26 1.5287 4.2879 0.3737
H27 1.4138 2.0434 2.3466
H28 0.4107 -2.7356 4.4284
H29 1.3989 0.6469 -3.4008
S1 -0.8026 0.6277 1.9829
P1 2.0938 1.9254 0.0810
H30 -0.6399 -1.0046 -3.7157
C17 4.4073 3.0285 -0.9690
H31 -0.9509 -2.4130 0.6953
C18 2.7214 0.3767 2.3885
P2 -1.8099 -0.7168 -1.6725
H32 4.8834 3.1886 0.0039
C19 1.6486 -1.8340 -0.5031
H33 -3.7779 0.6944 -1.9965
H34 -0.8061 4.2920 -0.5429
H35 -1.8577 -3.2051 4.8148
H36 1.4674 3.7452 -1.3129
H37 -4.3137 -2.0671 3.9571
H38 -2.8102 2.9266 -1.4126
H39 -2.4791 -3.2150 1.1003
H40 4.4250 2.5414 2.0641
H41 -1.6488 -3.6058 -0.4187
C20 -1.3858 -1.6409 -3.2073
C21 -4.0270 -2.2089 -0.9708
H42 -4.6835 -2.5458 -0.1571
H43 4.9315 0.5694 0.3118
N3 -0.8277 2.1941 -1.0202
Bi1 0.3894 0.1793 -0.7176
H44 0.1754 -2.9165 -2.3136

Question: What is the electronic energy in the first record?
Answer: -56593.070 eV

Question: Which of these has the lowest electronic energy?
Answer: C21H44BiN3OP2S

What did the first record say?
# C13H26NO5PS2

One molecule with the formula C13H26NO5PS2 (ωB97M-V with the def2-TZVPD basis set, OMol25).

Computed properties:
**Orbital gap**: 9.12 eV
**Electronic energy**: -56593.070 eV
**Energy above the lowest of the compared OMol25 structures with the same formula, charge and spin**: 33.9 kJ/mol
**Multiplicity**: 1

Geometry (Å):
H1 2.0557 -0.0650 2.0592
H2 -4.1180 2.6326 -3.5886
H3 3.5159 -5.1736 -0.6347
H4 4.7050 -4.7961 1.5343
P1 1.8697 -2.3508 0.4982
H5 -0.5648 -2.0995 -1.2734
H6 3.6409 -0.4985 2.7503
S1 0.2096 -2.4322 1.5088
H7 -5.7142 3.2189 -3.0973
N1 -1.1717 0.5464 -0.7621
H8 -3.5825 0.3448 1.4667
H9 -0.1419 -1.0295 -2.6404
H10 -1.9164 2.1237 2.1449
H11 3.8362 -3.4801 -1.0885
C1 0.0973 -1.3004 -1.6133
C2 3.0881 -0.3287 1.8205
C3 -2.9316 2.1850 -0.3110
C4 -2.5811 0.0986 1.8151
C5 3.6863 -4.1648 -0.2466
C6 -0.0070 -0.1058 -0.6759
H12 -2.6309 -0.1123 2.8797
H13 -5.2793 0.9673 -2.1055
O1 0.9121 0.1943 0.0604
O2 2.4856 -3.8211 0.4415
C7 -4.8159 1.8676 -1.6973
H14 -0.4777 3.0875 -1.1544
H15 5.7661 -4.4925 0.1480
H16 -4.2625 3.8519 -2.3121
H17 -2.2406 -0.8061 1.3177
C8 -0.5561 2.8246 -0.1012
S2 1.8040 -1.9007 -1.6078
O3 -3.4360 3.1514 0.1934
C9 4.8864 -4.1446 0.6833
H18 -0.9008 3.6911 0.4554
O4 -3.5177 1.4483 -1.2600
C10 -1.6135 1.2491 1.5679
H19 3.1640 0.9298 0.0899
H20 -0.6130 0.9510 1.8806
C11 3.7472 0.7563 0.9892
C12 -4.7187 2.9652 -2.7453
H21 5.0631 -3.1365 1.0467
O5 3.1156 -1.5720 1.1284
H22 -1.8993 0.1798 -1.3561
H23 0.4221 2.5243 0.2621
H24 -5.3814 2.2204 -0.8294
C13 -1.5484 1.6694 0.0850
H25 4.7537 0.4553 0.7083
H26 3.7962 1.6758 1.5655